48
Properties=species:S:1:pos:R:3:forces:R:3:mulliken_charge:R:1 method="wB97M-V/def2-TZVPD" lumo_ha=0.011 de_lowest_kj_mol=284.63 molar_mass_g_mol=288.24
O -0.1472 2.0155 -0.8697 1.15 2.21 -0.12 -0.644
H -0.3788 2.9801 -0.9943 0.22 -1.46 0.23 0.319
H -0.8194 1.5466 -1.3630 -0.54 -0.70 -0.61 0.356
O 1.2425 -0.1515 1.9007 1.03 -0.28 0.95 -0.722
H 1.1150 -1.0355 1.4680 -0.04 0.33 0.90 0.416
H 1.9508 -0.1643 2.6013 -0.89 -0.68 -1.04 0.256
O 4.5905 -1.2190 0.1934 -0.97 0.32 0.78 -0.777
H 4.2195 -0.3927 -0.1588 0.10 -0.02 -0.29 0.358
H 4.0711 -1.2743 1.0259 0.72 -0.15 -0.10 0.391
O 2.1628 0.1580 -0.6131 1.28 -0.15 -1.21 -0.772
H 1.7185 -0.2208 0.1514 -0.31 1.01 0.13 0.555
H 1.8421 1.0299 -0.8677 -0.59 0.09 0.62 0.217
O 0.2368 -2.0269 0.3260 0.73 -0.52 0.81 -0.596
H 0.3572 -1.9735 -0.6528 -0.39 0.20 -0.14 0.367
H -0.5967 -1.7027 0.6873 -0.50 0.19 -0.67 0.227
O -3.8072 2.0212 -2.5069 0.41 0.15 -1.66 -0.701
H -3.3845 1.5864 -3.2805 -0.26 0.59 0.69 0.320
H -3.8508 1.3125 -1.8778 -0.39 -0.65 0.96 0.331
O -4.6774 1.3847 0.0287 -0.08 -1.79 -0.69 -0.668
H -5.3448 2.0511 -0.0809 -0.08 0.63 0.27 0.278
H -3.9595 1.6866 0.5896 -0.17 1.03 0.40 0.394
O 3.2864 -3.0096 -1.2763 -0.93 -0.36 0.19 -0.748
H 3.6731 -2.3106 -0.6715 0.95 -0.59 -1.05 0.534
H 3.8587 -3.4606 -1.9154 0.26 0.72 0.71 0.262
O 3.1363 -1.7648 3.1432 0.31 0.21 0.08 -0.663
H 3.5874 -2.2178 3.8685 -0.14 0.13 -0.29 0.273
H 2.8664 -2.4584 2.5012 0.00 -0.31 0.27 0.414
O -2.8650 2.9713 1.2985 -1.86 0.59 0.51 -0.770
H -2.4967 2.3658 1.9401 0.99 0.07 -0.55 0.305
H -2.5176 2.9617 0.3986 0.94 -0.03 0.41 0.446
O 1.0601 -1.7005 -2.1783 1.05 0.38 0.48 -0.833
H 1.8792 -2.2551 -1.9707 -1.00 0.44 -0.40 0.396
H 1.4064 -0.8015 -1.8982 -0.34 -1.06 -0.31 0.462
O -2.0901 -0.3638 0.6568 -1.00 0.21 0.98 -0.795
H -1.7804 0.4882 1.1003 0.68 -0.46 -0.42 0.388
H -2.9506 -0.5098 1.0920 0.28 -0.28 -0.53 0.349
O -2.1427 3.7649 -1.2341 -0.33 0.92 -0.05 -0.638
H -2.5437 4.6280 -1.4310 0.35 -0.27 0.27 0.246
H -2.8161 3.1468 -1.5661 -0.10 -0.42 -0.69 0.427
O 2.2539 -3.6415 1.4423 0.50 -0.08 -1.12 -0.783
H 1.4585 -3.2101 1.0931 -0.54 0.01 0.15 0.379
H 2.7192 -3.8078 0.5883 -0.08 -0.05 0.72 0.381
O -1.7039 0.1716 -1.9508 0.50 -0.89 -0.23 -0.709
H -1.9770 -0.1131 -1.0579 -0.35 0.14 0.27 0.480
H -1.0175 -0.4988 -2.1353 -0.24 0.36 -0.38 0.240
O -0.6682 1.5548 1.6012 2.20 -2.02 1.63 -0.650
H -0.0345 0.8702 2.0725 -1.62 1.55 -0.69 0.411
H -0.1220 1.5891 0.7821 -0.90 0.75 -0.17 0.292